7 unconnected molecules or ions with the total composition C24H68N6O7. Source: the Open Molecules 2025 dataset; level of theory: ωB97M-V/def2-TZVPD.

Its HOMO-LUMO gap is 8.730 eV.

```
! RIJCOSX wB97M-V def2-TZVPD def2/J DEFGRID3
* xyz 0 1
C -1.70 2.41 -0.80
H 1.89 -4.61 0.36
N 2.96 -0.49 -1.90
H 1.94 -1.13 -4.28
H 3.99 3.67 0.29
H 0.03 0.04 0.17
H -1.55 1.35 -1.05
H -1.74 -5.77 2.02
H -3.26 2.44 1.42
H 0.17 -1.41 -1.26
N -2.11 1.87 3.95
H -1.90 -2.62 6.30
C 1.71 -0.18 -3.99
H 0.77 1.14 -6.86
C -1.85 0.45 3.58
H 0.89 2.99 1.03
H -1.63 -1.22 -2.87
H -1.05 4.35 -1.21
C 2.99 -4.47 2.02
H 3.87 5.24 -1.83
H -1.79 2.40 -3.76
C -0.22 0.34 3.57
H 2.58 4.68 -2.48
H -1.39 3.96 -3.75
O -3.71 -1.61 -0.94
H -3.45 -0.52 4.86
H 0.66 -0.19 -6.21
C -2.37 -2.83 5.37
H 1.58 3.74 3.14
O 0.86 -0.15 -0.31
O 2.17 4.66 -0.55
H -0.04 -3.23 1.31
H 3.91 -4.57 1.50
C 4.13 0.30 -3.79
H 2.60 6.36 -1.98
C -4.60 -1.92 0.13
C 0.55 0.70 -6.00
C 1.98 -3.73 1.27
C 2.00 3.02 1.18
H -3.29 -2.49 5.64
H 3.44 3.79 2.58
H -1.75 -3.15 -3.92
C -2.34 -0.50 4.60
H 4.67 -0.65 -3.93
H 0.81 3.50 -1.40
H 2.24 1.55 2.40
H 0.95 -0.21 -3.46
H 2.98 -1.40 -2.00
H 0.44 -2.95 2.88
H -0.01 -3.07 -1.41
H 1.94 4.83 1.92
H 0.30 1.07 4.30
H 2.68 -5.54 2.18
C 0.57 -3.63 1.95
H -3.83 1.39 0.18
H -1.70 2.07 4.98
H -2.86 3.64 -3.16
H 0.30 0.21 2.67
H -4.80 -3.01 0.20
C -1.61 -1.96 -2.07
H -2.10 -0.87 -0.20
H 3.02 -4.04 3.18
H -4.42 -1.61 1.22
H -0.93 2.48 0.05
H 3.02 2.95 -0.97
H -3.24 -2.82 -3.16
H -2.37 -4.04 -2.24
H -0.56 0.80 -5.65
H 4.06 0.62 -4.87
C 2.83 5.30 -1.68
H -0.10 -0.70 3.55
H -5.38 -1.15 -0.03
H -3.11 1.89 4.15
H 2.16 -0.30 -1.20
H -2.33 -3.89 5.10
H -1.95 -0.43 5.73
C -2.30 -1.89 -0.72
H -4.71 2.80 0.48
C 2.83 3.51 -0.04
O -2.12 -1.89 4.25
N -0.20 -2.20 -1.77
C 2.26 3.90 2.34
C -3.74 2.19 0.45
H 5.05 1.06 -3.39
H -2.19 0.22 2.52
O -3.02 2.93 -0.56
H 0.30 1.99 -1.77
H -1.83 -4.34 1.64
C -1.15 3.40 -1.86
H -1.42 -4.62 3.46
N 0.28 2.98 -2.15
H 2.25 -1.68 1.69
C 2.89 0.31 -3.02
C -1.75 3.30 -3.19
O 0.00 -4.97 2.03
C -1.40 -4.97 2.24
N 2.39 1.63 1.37
H 3.68 0.02 -1.27
O 1.65 0.76 -4.96
C -2.22 -3.12 -2.81
H 2.60 1.53 -2.63
H -1.96 -2.68 -0.15
N 2.43 -2.43 0.94
H 1.77 -1.78 0.59
H 1.96 0.91 0.60
*
```

---

6 unconnected molecules or ions with the total composition C24H69BNO21P6. Source: the Open Molecules 2025 dataset; level of theory: ωB97M-V/def2-TZVPD.

Its HOMO-LUMO gap is 5.198 eV.

```
! RIJCOSX wB97M-V def2-TZVPD def2/J DEFGRID3
* xyz -1 1
C 1.51 9.21 2.31
C -2.74 1.60 2.39
H -2.54 2.03 3.37
O 0.94 -3.09 5.66
H 0.26 2.85 -1.82
H -2.00 -3.39 4.86
H 3.39 -0.55 2.74
H -3.76 1.20 2.40
H 4.75 7.57 3.76
H 1.45 9.97 3.10
H 1.04 -2.44 3.03
O -5.22 -6.13 1.65
H -0.02 -6.39 7.86
O 2.82 8.63 2.40
O 3.17 -2.46 -7.23
H 0.57 -3.79 0.62
H 1.07 1.72 -6.26
C 4.71 -0.77 -9.43
C -2.57 0.76 -7.39
H -5.79 -2.28 1.35
C 1.02 -2.42 1.94
H 2.30 2.11 0.31
H 3.34 -2.02 -5.21
C 2.60 -0.41 2.00
N 0.27 2.55 2.01
C -5.85 -6.00 2.93
H -2.69 2.38 1.63
C 0.39 -5.64 7.19
O 0.85 -3.79 1.54
O 3.40 -1.36 -9.41
C 1.14 3.07 -1.22
H -6.18 -6.99 3.22
H -0.06 -1.77 9.89
H 0.12 -2.89 -9.83
O -2.11 1.82 -3.71
H -0.47 3.07 1.53
H -1.99 -1.55 0.46
H 3.02 0.23 1.22
H -1.03 -5.46 1.62
P -2.15 2.04 -5.15
C -3.17 4.39 -4.94
H 1.50 4.52 2.13
O 4.61 7.08 1.73
P 3.04 7.22 1.70
O -2.61 0.76 -5.96
O -2.95 -5.54 2.44
H 5.24 -1.22 -10.27
H -5.16 -5.62 3.68
C 1.64 1.80 -0.51
C 2.45 4.83 2.57
O -0.78 2.49 -5.82
H 0.14 -1.85 1.62
O 0.51 -2.58 8.11
H 0.74 8.46 2.46
C 2.71 -2.61 -5.87
O -1.40 -2.35 6.57
C -5.21 -2.99 0.77
C 1.40 0.31 2.64
C 5.31 7.05 2.98
H -2.65 1.77 -7.79
H 5.25 -0.97 -8.51
H -3.12 -2.15 5.49
H -1.19 -5.00 3.33
C 0.40 1.77 -5.41
H -1.64 0.31 -7.73
H -6.71 -5.33 2.85
H 2.26 1.24 -1.21
H -0.03 -3.55 9.86
O -0.59 -4.60 7.08
H 4.62 0.31 -9.58
O -4.40 -3.73 1.69
C -1.64 -4.93 2.35
O 1.13 -1.70 -8.52
H -3.62 5.13 -5.60
H 1.33 -5.26 7.59
H -5.88 -3.65 0.21
B 0.27 1.04 1.65
H -3.42 -0.56 0.73
O -3.54 -5.38 -0.09
P 2.57 -1.25 -8.07
H -1.35 -2.66 9.06
H 2.57 4.35 3.54
H 0.14 0.75 -5.10
H -3.77 4.27 -4.04
H 1.92 3.46 -1.88
C 0.52 0.90 0.04
O -3.14 3.16 -5.67
H -2.13 0.04 -0.32
H 2.15 -1.68 0.29
H -1.66 -1.66 4.60
O 2.48 7.09 0.35
H 0.91 3.86 -0.51
H -0.41 1.16 -0.49
P -3.97 -5.21 1.29
H 0.87 2.28 -4.58
H 0.92 -0.38 3.34
H 0.58 -6.08 6.21
H -3.42 0.17 -7.73
H -2.17 4.71 -4.66
H 3.09 -2.50 1.53
H 1.81 1.11 3.28
H 0.12 2.69 3.01
H -4.57 -2.45 0.07
O 2.58 0.04 -7.38
H 6.26 7.55 2.82
H 1.81 -3.39 -9.55
H 1.68 -2.29 -5.77
H 3.26 4.53 1.91
H -1.74 -3.88 2.07
C -2.08 -2.39 5.29
H 0.72 -0.14 -0.26
P -1.57 0.18 2.13
C -2.33 -0.52 0.59
H 2.80 -3.67 -5.63
O 2.49 6.26 2.81
C -0.29 -2.65 9.29
C 0.91 -3.00 -9.08
P -0.05 -3.13 6.73
H 1.38 9.68 1.34
H 5.47 6.02 3.28
C 2.27 -1.79 1.38
H 0.58 -3.68 -8.30
*
```

---

no.,F_max (eV/A),LUMO (eV)
1,18.5,0.59
2,0.4,1.98